(1)
{"formula": "C4H12NO", "method": "the ωB97M-V functional and the def2-TZVPD basis", "elements": ["O", "N", "C", "C", "C", "C", "H", "H", "H", "H", "H", "H", "H", "H", "H", "H", "H", "H"], "xyz": [[-1.062, -0.928, -0.860], [-0.781, -0.322, 1.659], [-0.343, 1.084, 1.807], [0.827, 1.402, 2.424], [0.759, -0.768, -2.516], [-0.130, -0.027, -1.492], [-0.026, -1.011, 1.724], [0.487, 0.552, -0.735], [-0.785, 0.715, -2.004], [1.425, -0.032, -3.036], [1.403, -1.581, -2.104], [-1.111, -0.401, 0.641], [-0.996, 1.790, 1.273], [-0.781, -1.779, -1.225], [1.377, 0.676, 2.926], [-1.520, -0.610, 2.283], [0.127, -1.251, -3.315], [1.130, 2.490, 2.548]], "forces_ev_per_angstrom": [[0.71, -0.26, -0.31], [0.30, 0.54, -1.06], [2.05, 0.88, 0.90], [-3.03, 2.13, -1.24], [-0.06, 0.09, -0.72], [0.38, 1.19, -0.82], [0.04, 0.30, 0.21], [-0.63, -0.89, -0.65], [0.74, -0.34, 0.17], [-0.55, -0.65, 0.49], [-0.46, 0.74, 0.09], [0.04, -0.86, 0.57], [0.35, -0.42, 0.49], [-0.58, -0.27, 0.45], [1.10, -1.18, 0.69], [-0.44, 0.09, 0.37], [0.46, 0.58, 0.77], [-0.42, -1.67, -0.40]], "lumo_ev": -3.24, "e_above_lowest_kj_mol": 184.3, "charge": 1, "gap_ev": 11.5}

=====

(2)
{"formula": "C4H12NO", "method": "the ωB97M-V functional and the def2-TZVPD basis", "elements": ["O", "N", "C", "C", "C", "C", "H", "H", "H", "H", "H", "H", "H", "H", "H", "H", "H", "H"], "xyz": [[-3.842, 0.050, 0.157], [-0.211, -1.044, 0.174], [-2.863, -0.004, -0.605], [0.772, -0.110, -0.421], [0.688, 1.228, 0.194], [2.222, -0.606, -0.232], [2.236, -1.693, -0.645], [1.041, 1.044, 1.238], [1.437, 2.045, -0.233], [2.479, -0.703, 0.849], [2.940, -0.201, -1.002], [0.761, -0.122, -1.593], [-0.224, -1.116, 1.150], [-4.093, 0.842, 0.739], [-1.984, 0.567, -0.769], [-0.398, 1.555, 0.086], [-0.370, -1.929, -0.311], [-3.043, -0.932, -1.249]], "forces_ev_per_angstrom": [[-1.36, 1.83, 1.57], [-1.28, 0.90, -2.70], [-0.63, -3.72, -1.75], [2.22, -1.61, -2.42], [0.01, 2.12, 0.02], [0.06, -3.15, -1.37], [-0.14, 1.35, 0.96], [-0.85, 0.71, -0.39], [-1.78, -1.90, 0.61], [0.41, 0.56, -0.94], [-0.48, 0.50, 1.57], [-1.10, 0.16, 1.98], [0.34, -0.20, 1.46], [1.15, -0.94, -0.76], [0.38, 1.32, 0.39], [1.45, 0.32, 0.71], [0.59, 0.41, 0.42], [1.00, 1.32, 0.64]], "lumo_ev": -6.02, "e_above_lowest_kj_mol": 403.9, "charge": 1, "gap_ev": 7.3}

=====

(3)
{"formula": "C4H12NO", "method": "the ωB97M-V functional and the def2-TZVPD basis", "elements": ["O", "N", "C", "C", "C", "C", "H", "H", "H", "H", "H", "H", "H", "H", "H", "H", "H", "H"], "xyz": [[-0.884, -2.585, -1.546], [-1.611, -0.153, -0.939], [-0.248, 0.316, -0.664], [0.018, 1.100, 0.442], [1.643, 0.935, 2.286], [1.397, 1.343, 0.817], [2.737, 0.743, 2.385], [2.084, 0.917, 0.103], [0.525, -0.203, -1.222], [1.279, 1.640, 3.037], [-0.755, 1.339, 1.191], [1.396, -0.102, 2.539], [-2.204, 0.293, -0.217], [1.640, 2.452, 0.715], [-0.670, -3.007, -2.408], [-2.000, 0.166, -1.850], [-1.603, -1.232, -1.094], [-1.118, -3.363, -1.017]], "forces_ev_per_angstrom": [[-0.01, -0.66, -0.38], [0.27, 1.48, 0.05], [-1.13, -1.44, -0.87], [0.99, 0.09, 1.47], [1.43, -0.98, 0.88], [-0.31, 0.93, -0.43], [-0.34, 1.14, -0.17], [0.26, -0.35, -0.25], [0.03, 0.32, -0.23], [0.13, -0.16, -0.25], [0.06, 0.19, -0.53], [-1.12, 0.23, -0.33], [-0.36, -0.97, -0.33], [-0.34, -0.55, 0.38], [-0.16, 0.65, 0.31], [0.39, 0.18, 0.11], [0.24, -0.19, 0.27], [-0.04, 0.08, 0.28]], "spin_multiplicity": 2, "lumo_ev": [-9.45, -13.57], "s_squared": 0.76, "e_above_lowest_kj_mol": 110.3, "charge": 2, "gap_ev": [10.9, 6.6]}

=====

(4)
{"formula": "C4H12NO2", "method": "the ωB97M-V functional and the def2-TZVPD basis", "elements": ["O", "O", "N", "C", "C", "C", "C", "H", "H", "H", "H", "H", "H", "H", "H", "H", "H", "H", "H"], "xyz": [[0.139, -1.438, 1.968], [2.404, -1.759, 1.206], [0.306, -0.073, -1.951], [-0.262, -0.135, 1.762], [0.216, 0.500, 0.443], [-0.606, 0.083, -0.762], [-1.598, 1.155, -1.216], [0.625, 1.523, 0.422], [1.232, 0.079, 0.366], [-1.652, 1.138, -2.304], [0.945, 0.714, -1.959], [0.091, 0.479, 2.615], [-1.079, -0.887, -0.646], [-1.300, 2.201, -1.070], [0.804, -0.948, -1.871], [-2.630, 1.073, -0.881], [-1.367, -0.096, 1.762], [2.293, -2.069, 0.307], [1.440, -1.541, 1.810]], "forces_ev_per_angstrom": [[0.06, 0.25, -0.03], [1.20, 0.33, 1.05], [-0.88, -0.23, -0.13], [-0.22, 0.24, 0.89], [1.75, -1.21, 0.48], [1.29, 1.33, -1.37], [-0.66, 0.59, -0.74], [-1.42, 0.54, 0.22], [-0.37, -0.75, -0.30], [-0.18, -0.46, -0.20], [0.27, -0.29, 0.05], [-0.19, 0.38, -0.12], [-0.13, 0.00, 0.40], [0.32, -0.27, 0.67], [0.43, 0.21, 0.19], [0.00, -0.18, 0.45], [-0.14, 0.21, 0.16], [-0.63, -0.01, 0.18], [-0.52, -0.68, -1.84]], "lumo_ev": 3.98, "e_above_lowest_kj_mol": 102.7, "charge": -1, "gap_ev": 7.4}

=====

(5)
{"formula": "C4H12NO2", "method": "the ωB97M-V functional and the def2-TZVPD basis", "elements": ["O", "O", "N", "C", "C", "C", "C", "H", "H", "H", "H", "H", "H", "H", "H", "H", "H", "H", "H"], "xyz": [[-1.031, -0.479, 1.969], [-0.092, -2.712, 1.081], [0.322, 0.729, 0.404], [-0.554, 0.616, -0.765], [-0.483, 0.717, 1.666], [1.541, 0.483, -2.178], [0.107, 1.058, -2.066], [0.637, -2.524, 0.485], [-1.493, 1.118, -0.505], [0.182, 1.101, 2.469], [2.264, 1.267, -1.981], [-0.437, 0.639, -2.893], [-0.862, -0.434, -0.908], [-0.471, -1.792, 1.366], [0.820, -0.154, 0.457], [-1.250, 1.515, 1.511], [1.688, -0.483, -1.698], [1.675, 0.157, -3.205], [0.183, 2.136, -2.155]], "forces_ev_per_angstrom": [[0.02, 0.21, -0.21], [-0.12, 0.04, -0.10], [-0.26, 0.29, -0.06], [-0.21, -0.76, 0.36], [-0.35, -0.34, 0.17], [-0.66, -0.08, -1.11], [0.79, -0.61, 0.86], [0.00, 0.06, 0.00], [0.15, 0.33, -0.39], [0.19, 0.00, -0.07], [0.37, -0.44, 0.49], [-0.64, 0.15, -0.46], [0.02, 0.06, 0.01], [0.13, -0.12, 0.22], [0.31, 0.13, 0.07], [0.10, 0.06, 0.00], [0.11, 0.38, 0.88], [0.25, 0.38, -0.61], [-0.21, 0.28, -0.06]], "lumo_ev": 3.80, "e_above_lowest_kj_mol": 49.8, "charge": -1, "gap_ev": 7.0}

=====

(6)
{"formula": "C4H12NO2", "method": "the ωB97M-V functional and the def2-TZVPD basis", "elements": ["O", "O", "N", "C", "C", "C", "C", "H", "H", "H", "H", "H", "H", "H", "H", "H", "H", "H", "H"], "xyz": [[-0.969, 0.824, 0.986], [0.139, -0.327, -1.013], [-2.594, 0.967, -0.778], [2.123, -0.636, 0.342], [-1.797, 1.662, 0.212], [1.476, -0.594, -1.048], [1.545, -1.745, 1.223], [-1.170, 2.378, -0.337], [0.464, -1.709, 1.120], [-1.928, 0.466, -1.364], [1.800, -1.598, 2.274], [1.877, -2.731, 0.906], [1.679, -1.565, -1.540], [3.210, -0.730, 0.271], [-0.403, 0.354, 0.265], [-3.144, 0.249, -0.315], [1.910, 0.318, 0.826], [2.047, 0.167, -1.632], [-2.454, 2.187, 0.912]], "forces_ev_per_angstrom": [[-0.16, 0.20, -0.21], [-0.11, 0.11, 0.18], [-0.16, 0.00, -0.17], [-0.11, -0.17, 0.29], [0.39, -0.28, 0.35], [-0.13, 0.24, -0.11], [-0.02, 0.34, -0.15], [-0.18, 0.12, 0.05], [-0.21, -0.04, 0.09], [0.04, -0.07, -0.03], [0.03, -0.10, 0.04], [0.12, -0.17, -0.05], [0.18, -0.19, -0.12], [0.16, -0.03, -0.09], [0.00, -0.25, 0.01], [0.10, 0.05, 0.05], [0.02, 0.18, 0.02], [0.05, -0.07, -0.05], [-0.04, 0.15, -0.11]], "lumo_ev": 4.37, "e_above_lowest_kj_mol": 8.3, "charge": -1, "gap_ev": 7.8}

=====

(7)
{"formula": "C4H12NO2", "method": "the ωB97M-V functional and the def2-TZVPD basis", "elements": ["O", "O", "N", "C", "C", "C", "C", "H", "H", "H", "H", "H", "H", "H", "H", "H", "H", "H", "H"], "xyz": [[-1.860, 1.980, -0.901], [-2.517, 1.187, 1.854], [-0.044, 0.752, 0.038], [2.223, -0.136, 0.099], [-1.139, 0.899, -1.028], [0.746, -0.403, 0.439], [0.240, -1.698, -0.237], [2.271, 0.178, -0.951], [2.721, 0.672, 0.664], [-0.827, -1.793, -0.436], [2.891, -1.003, 0.195], [-3.025, 0.446, 1.550], [0.638, -1.682, -1.256], [-1.691, -0.090, -1.285], [-0.469, 0.884, -1.932], [0.688, -0.611, 1.520], [0.347, 1.658, 0.212], [0.657, -2.544, 0.304], [-1.850, 1.302, 1.151]], "forces_ev_per_angstrom": [[-0.39, 0.27, 0.58], [0.07, 0.29, 0.91], [-1.75, -0.61, 1.15], [0.39, -0.30, -0.39], [1.78, -1.05, -2.02], [-0.28, 0.19, -0.39], [0.84, 0.62, -0.78], [0.02, -0.08, 0.03], [-0.47, -0.06, 0.13], [-0.14, 0.12, 0.81], [-0.20, -0.09, 0.10], [-0.29, -0.44, -0.32], [0.27, -0.30, -0.02], [0.24, 0.58, 1.39], [-0.19, 0.38, -0.67], [-0.19, 0.36, 0.08], [0.31, 0.14, -0.07], [-0.10, -0.29, -0.14], [0.08, 0.24, -0.37]], "spin_multiplicity": 2, "lumo_ev": [6.63, 6.60], "s_squared": 0.75, "e_above_lowest_kj_mol": 125.5, "charge": -2, "gap_ev": [2.5, 6.3]}

=====

(8)
{"formula": "C4H12NO2", "method": "the ωB97M-V functional and the def2-TZVPD basis", "elements": ["O", "O", "N", "C", "C", "C", "C", "H", "H", "H", "H", "H", "H", "H", "H", "H", "H", "H", "H"], "xyz": [[-1.019, -0.053, -0.376], [2.045, -0.579, 1.288], [1.239, 0.970, -0.315], [2.070, -0.153, -0.036], [1.269, 1.429, -1.703], [-1.496, -0.341, 0.852], [-2.736, -1.250, 0.749], [0.837, 0.680, -2.406], [-0.746, -0.837, 1.522], [-3.148, -1.350, 1.770], [1.764, -1.003, -0.694], [-3.505, -0.782, 0.123], [0.166, 0.681, -0.151], [0.628, 2.329, -1.771], [3.113, 0.123, -0.282], [-1.814, 0.566, 1.406], [2.284, 1.696, -2.050], [1.553, 0.127, 1.718], [-2.503, -2.252, 0.356]], "forces_ev_per_angstrom": [[0.55, 0.07, -1.06], [-0.69, 0.37, 0.32], [-1.22, 0.30, 0.32], [0.94, -0.91, -1.73], [-0.39, 0.20, -0.32], [-0.49, -0.10, 1.99], [-0.16, -0.18, 0.24], [0.35, 0.26, 0.38], [-0.31, 0.01, -0.62], [0.16, -0.06, -0.45], [0.33, 0.20, 0.36], [0.24, -0.11, 0.09], [0.86, 0.24, -0.19], [0.41, -0.43, 0.01], [-0.31, -0.03, -0.22], [0.03, -0.09, -0.22], [-0.36, -0.21, 0.36], [0.07, 0.02, 0.62], [0.00, 0.44, 0.11]], "spin_multiplicity": 2, "lumo_ev": [1.08, -2.20], "s_squared": 0.76, "e_above_lowest_kj_mol": 115.8, "gap_ev": [10.6, 6.9]}

=====

(9)
{"formula": "C4H12NO2", "method": "the ωB97M-V functional and the def2-TZVPD basis", "elements": ["O", "O", "N", "C", "C", "C", "C", "H", "H", "H", "H", "H", "H", "H", "H", "H", "H", "H", "H"], "xyz": [[0.366, -1.613, 2.653], [-1.108, 2.134, -0.884], [-1.692, -0.526, -0.105], [0.147, 2.318, -1.054], [-0.381, -1.082, -0.502], [0.800, -0.105, -0.131], [1.137, 1.146, -0.967], [1.277, 0.873, -1.991], [1.030, -0.854, 2.799], [-0.247, -2.033, -0.017], [-1.801, -0.586, 0.930], [-0.270, -1.229, -1.604], [0.527, 0.275, 0.926], [2.167, 1.429, -0.566], [0.256, 3.142, -1.844], [-1.676, 0.457, -0.458], [0.172, -2.123, 3.497], [1.783, -0.657, -0.147], [-2.486, -0.966, -0.535]], "forces_ev_per_angstrom": [[0.66, 0.83, 0.94], [3.75, 0.02, 0.70], [0.33, 0.67, 0.28], [-4.51, -1.37, -2.73], [2.27, 0.50, -1.43], [-0.81, 0.28, 1.80], [0.71, 0.86, 1.72], [0.23, -0.07, -0.99], [-1.59, -2.17, 0.36], [0.12, -0.25, 0.26], [0.13, 0.33, -0.79], [-0.90, 0.00, 0.75], [0.94, -0.72, -1.34], [-1.36, 0.20, -0.77], [1.08, -0.41, 1.69], [-0.14, 0.45, 0.67], [0.81, 1.37, -1.35], [-1.34, 0.12, 0.47], [-0.39, -0.62, -0.24]], "lumo_ev": -3.58, "e_above_lowest_kj_mol": 196.5, "charge": 1, "gap_ev": 10.8}

=====

(10)
{"formula": "C4H12NO2", "method": "the ωB97M-V functional and the def2-TZVPD basis", "elements": ["O", "O", "N", "C", "C", "C", "C", "H", "H", "H", "H", "H", "H", "H", "H", "H", "H", "H", "H"], "xyz": [[0.121, 2.525, -0.544], [0.801, 0.931, -2.062], [1.589, 0.434, 0.847], [-1.494, -2.152, -0.387], [-0.618, -0.738, 1.491], [-1.669, -1.156, 0.633], [0.868, -0.854, 0.975], [-0.363, 3.213, -0.932], [-2.755, -0.871, 0.680], [1.135, 1.126, -2.930], [-0.858, -0.214, 2.428], [0.771, -1.178, -0.091], [1.809, 0.928, 1.707], [-2.301, -2.224, -1.223], [1.159, 1.028, 0.121], [0.418, 1.863, -1.451], [-0.738, -3.023, -0.385], [1.450, -1.604, 1.523], [-0.754, -0.338, -0.803]], "forces_ev_per_angstrom": [[0.79, -1.62, 0.70], [-0.76, -1.57, 1.03], [-1.46, -0.80, 0.22], [-0.41, -0.03, -0.85], [1.93, 0.25, -0.07], [-0.53, -0.51, -2.14], [-0.61, 0.30, -0.76], [-1.12, 1.72, -0.64], [1.28, 0.46, 0.28], [0.15, -0.24, -0.98], [0.18, -0.12, -0.44], [0.44, -0.09, 0.92], [-0.19, -0.05, -0.17], [1.32, 0.00, 1.79], [0.37, 0.07, 0.70], [-0.28, 0.50, 0.92], [-0.74, 1.95, -0.11], [-0.22, 0.21, 0.15], [-0.14, -0.44, -0.55]], "lumo_ev": -8.51, "e_above_lowest_kj_mol": 1140.7, "charge": 1, "gap_ev": 4.4}

=====

(11)
{"formula": "C4H12NO2", "method": "the ωB97M-V functional and the def2-TZVPD basis", "elements": ["O", "O", "N", "C", "C", "C", "C", "H", "H", "H", "H", "H", "H", "H", "H", "H", "H", "H", "H"], "xyz": [[0.646, 1.327, 2.442], [-1.654, 2.154, 0.325], [0.613, -0.996, 0.884], [-1.324, 1.652, -0.718], [-0.256, -0.689, -0.303], [0.127, -1.635, -1.432], [-0.088, 0.777, -0.773], [0.004, 1.668, 3.071], [0.409, 0.824, -1.740], [0.270, -1.834, 1.324], [-0.725, -2.132, -1.895], [-1.883, 1.838, -1.646], [-1.268, -0.920, 0.016], [0.686, 1.205, -0.133], [0.726, -0.278, 1.653], [0.689, -1.251, -2.277], [0.690, 1.954, 1.716], [1.590, -1.170, 0.627], [0.749, -2.493, -1.141]], "forces_ev_per_angstrom": [[0.33, -0.54, -0.08], [-0.12, -0.07, -0.19], [1.12, 0.41, 0.79], [0.19, 0.16, 0.65], [0.15, 0.34, -1.19], [0.25, -1.75, -0.62], [0.92, -0.09, 0.28], [-0.08, 0.10, -0.01], [-0.44, -0.25, -0.29], [-0.07, -0.59, 0.24], [-0.33, 0.26, 0.17], [-0.03, -0.09, -0.07], [-0.07, 0.25, 0.16], [-0.29, 0.36, 0.15], [-0.96, 0.36, -0.48], [0.04, 0.78, 0.18], [-0.24, 0.39, 0.19], [-0.21, -0.21, -0.38], [-0.17, 0.15, 0.50]], "lumo_ev": -3.25, "e_above_lowest_kj_mol": 151.2, "charge": 1, "gap_ev": 10.7}

=====

(12)
{"formula": "C4H12NO2", "method": "the ωB97M-V functional and the def2-TZVPD basis", "elements": ["O", "O", "N", "C", "C", "C", "C", "H", "H", "H", "H", "H", "H", "H", "H", "H", "H", "H", "H"], "xyz": [[4.382, 0.159, -1.780], [-1.006, -0.472, 2.813], [-0.385, -0.143, 0.273], [-2.000, -0.442, 2.144], [0.001, 0.821, -0.832], [-1.845, -0.229, 0.613], [-0.461, 0.307, -2.174], [5.096, -0.387, -2.031], [-2.256, 0.752, 0.351], [0.029, 0.177, 1.162], [-0.197, -0.735, -2.390], [-2.403, -0.954, 0.023], [-0.109, -1.088, -0.011], [-3.011, -0.453, 2.562], [-0.097, 0.917, -2.991], [3.893, -0.249, -1.078], [-0.477, 1.758, -0.559], [-1.550, 0.270, -2.216], [1.083, 0.918, -0.770]], "forces_ev_per_angstrom": [[-1.22, 1.63, -0.22], [-0.01, -0.06, 0.17], [-0.86, -0.21, -0.15], [0.61, 0.46, -0.86], [-0.11, -0.39, 0.06], [-0.49, 0.84, 0.19], [-0.73, -0.59, -0.08], [1.12, -1.09, -0.21], [-0.22, -0.09, 0.20], [0.42, -0.75, -0.05], [0.56, 0.16, 0.22], [0.31, -0.21, -0.03], [0.57, 0.26, 0.55], [-0.15, -0.21, -0.05], [0.05, 0.15, 0.01], [0.10, -0.56, 0.46], [0.15, 0.18, -0.11], [-0.10, 0.41, -0.08], [0.00, 0.09, -0.01]], "lumo_ev": -3.52, "e_above_lowest_kj_mol": 177.4, "charge": 1, "gap_ev": 10.8}